A cluster of 13 separate species, C61H143N5O21 in total, computed with the ωB97M-V functional and the def2-TZVPD basis.

Values from the calculation:
Kohn-Sham gap = 8.824 eV
DFT total energy = -4263.3721 Eh
charge = 0
HOMO level = -8.52 eV
energy relative to the best compared isomer or geometry (same formula, charge and spin) = 3.833 eV

Each line ends with the Mulliken charge.
Element x y z (Å)
1 C 11.472 15.781 13.772  -1.545
2 C 11.679 15.407 12.319  2.052
3 C 10.428 15.516 11.560  -1.835
4 C 9.965 16.962 11.232  -0.628
5 C 11.028 17.666 10.515  -1.362
6 C 12.355 17.675 11.303  2.168
7 N 12.685 16.229 11.593  0.087
8 O 13.887 16.097 12.315  0.482
9 C 13.480 18.131 10.385  -2.274
10 C 12.281 18.582 12.524  -1.243
11 C 12.256 13.936 12.337  -1.778
12 H 12.394 16.059 14.146  -0.507
13 H 11.089 14.907 14.321  0.645
14 H 10.784 16.583 13.870  0.567
15 H 10.439 14.967 10.650  0.397
16 H 9.692 14.975 12.116  0.466
17 H 9.740 17.551 12.093  0.358
18 H 8.988 16.863 10.634  0.374
19 H 10.779 18.676 10.178  0.385
20 H 11.196 17.153 9.583  0.449
21 H 13.251 19.060 9.900  0.619
22 H 14.389 18.280 11.038  0.036
23 H 13.709 17.282 9.698  0.424
24 H 13.231 18.515 13.087  -0.863
25 H 12.146 19.589 12.233  0.903
26 H 11.536 18.261 13.230  0.279
27 H 12.635 13.463 11.433  0.253
28 H 11.353 13.385 12.679  0.486
29 H 13.042 13.830 13.042  0.201
30 H 14.427 15.616 11.639  0.106
31 C 18.881 9.916 18.201  -1.680
32 C 17.935 10.643 19.316  1.746
33 C 17.158 11.752 18.625  -0.479
34 C 16.143 12.345 19.553  1.155
35 C 15.150 11.186 19.965  -2.088
36 C 15.826 10.012 20.669  1.984
37 N 17.012 9.641 19.819  0.148
38 O 17.689 8.687 20.604  -0.546
39 C 16.175 10.276 22.110  -1.519
40 C 14.864 8.804 20.568  -2.129
41 C 18.895 11.151 20.401  -1.396
42 H 18.255 9.439 17.412  0.350
43 H 19.539 9.271 18.763  0.543
44 H 19.475 10.799 17.757  0.117
45 H 17.903 12.462 18.238  -0.634
46 H 16.731 11.406 17.648  0.532
47 H 15.504 13.123 19.177  -0.278
48 H 16.663 12.696 20.464  -0.019
49 H 14.666 10.767 19.060  0.308
50 H 14.375 11.561 20.628  0.653
51 H 15.406 10.805 22.637  0.463
52 H 16.320 9.327 22.768  0.276
53 H 17.048 10.948 22.253  0.244
54 H 14.786 8.488 19.532  0.440
55 H 15.277 8.076 21.175  0.527
56 H 13.885 8.998 21.019  0.364
57 H 19.884 11.525 19.976  0.169
58 H 19.254 10.265 20.953  0.453
59 H 18.479 11.850 21.053  0.160
60 H 17.780 7.948 19.984  0.382
61 C 18.403 16.332 21.994  -1.938
62 C 17.831 17.231 20.847  1.570
63 C 16.291 17.187 20.763  -1.431
64 C 15.628 18.215 19.852  3.104
65 C 16.164 19.593 20.257  -2.276
66 C 17.712 19.641 20.327  2.132
67 N 18.234 18.601 21.247  0.063
68 O 19.686 18.752 21.224  -0.512
69 C 18.230 19.707 18.795  -1.850
70 C 18.228 20.927 20.875  -2.056
71 C 18.578 16.545 19.672  -0.487
72 H 18.171 15.296 21.678  0.206
73 H 17.889 16.723 22.960  0.379
74 H 19.480 16.507 22.103  0.462
75 H 15.985 16.148 20.613  -0.159
76 H 15.881 17.475 21.741  0.800
77 H 14.511 18.156 20.050  -0.974
78 H 15.750 18.150 18.738  -1.224
79 H 15.720 19.886 21.206  0.318
80 H 15.824 20.342 19.550  0.483
81 H 19.266 19.719 18.839  0.655
82 H 17.782 18.975 18.093  0.085
83 H 17.860 20.685 18.390  0.394
84 H 18.039 21.064 21.961  0.426
85 H 19.301 21.156 20.571  0.366
86 H 17.681 21.734 20.370  0.453
87 H 18.174 15.536 19.524  -0.093
88 H 19.606 16.362 19.915  1.087
89 H 18.459 17.092 18.728  -0.713
90 H 19.931 19.187 22.018  0.352
91 C 13.957 14.561 15.937  -1.742
92 C 15.465 15.025 16.061  1.462
93 C 16.433 13.900 16.040  -1.101
94 C 17.863 14.448 16.056  0.403
95 C 18.214 15.323 14.873  -0.943
96 C 17.130 16.477 14.757  1.203
97 N 15.780 15.889 14.889  0.568
98 O 14.789 17.003 14.845  2.920
99 C 17.416 17.542 15.834  -0.625
100 C 17.296 17.119 13.339  0.089
101 C 15.452 15.770 17.414  -0.029
102 H 13.754 14.051 15.046  0.448
103 H 13.363 15.394 16.127  -0.253
104 H 13.663 13.951 16.816  0.385
105 H 16.208 13.248 16.913  -0.774
106 H 16.317 13.403 15.095  0.729
107 H 18.488 13.578 16.142  0.817
108 H 17.993 15.142 16.907  -0.848
109 H 17.959 14.771 13.941  0.114
110 H 19.175 15.801 14.825  0.424
111 H 16.609 18.307 15.866  -0.792
112 H 17.665 17.058 16.749  -0.506
113 H 18.283 18.089 15.514  1.259
114 H 16.296 17.561 12.976  -1.035
115 H 18.027 17.915 13.414  0.463
116 H 17.694 16.402 12.627  -0.121
117 H 14.915 15.144 18.132  0.404
118 H 14.874 16.688 17.314  -0.585
119 H 16.509 15.894 17.785  -0.700
120 H 14.327 16.692 14.019  -1.090
121 C 8.869 16.026 18.684  -2.056
122 C 10.303 16.551 19.124  1.283
123 C 10.179 18.034 19.510  -1.401
124 C 11.444 18.462 20.275  0.572
125 C 11.572 17.708 21.556  -1.777
126 C 11.576 16.227 21.339  2.395
127 N 10.481 15.899 20.529  0.079
128 O 10.507 14.543 20.384  -0.477
129 C 12.882 15.774 20.661  -1.241
130 C 11.320 15.563 22.702  -2.079
131 C 11.279 16.324 17.987  -0.911
132 H 8.623 16.618 17.793  0.437
133 H 8.201 16.087 19.547  0.468
134 H 8.954 14.982 18.364  0.365
135 H 9.979 18.511 18.580  0.566
136 H 9.328 18.261 20.177  0.348
137 H 11.360 19.505 20.544  0.395
138 H 12.282 18.375 19.632  -0.635
139 H 10.781 17.959 22.237  0.530
140 H 12.470 18.013 22.120  0.351
141 H 12.695 14.816 20.227  0.708
142 H 13.224 16.472 19.944  -0.746
143 H 13.755 15.548 21.323  0.561
144 H 11.611 14.512 22.774  0.374
145 H 11.780 16.125 23.524  0.420
146 H 10.270 15.705 22.941  0.495
147 H 10.757 16.630 17.110  1.017
148 H 11.457 15.233 18.016  0.237
149 H 12.194 16.945 18.079  -0.523
150 H 9.772 14.151 20.854  0.374
151 C 20.565 17.483 9.881  -0.060
152 C 20.719 18.343 11.187  -0.150
153 O 19.867 19.404 11.030  -0.556
154 O 21.351 16.291 9.888  -0.554
155 H 20.944 17.992 8.989  0.358
156 H 19.528 17.322 9.758  0.062
157 H 21.764 18.809 11.163  0.206
158 H 20.579 17.838 12.115  0.129
159 H 18.976 19.074 10.849  0.107
160 H 21.062 15.858 10.693  0.114
161 C 20.831 11.639 12.256  -0.743
162 C 22.031 11.554 13.172  -0.171
163 O 22.869 12.643 12.981  -0.540
164 O 19.921 12.698 12.707  -0.209
165 H 20.309 10.677 12.140  0.381
166 H 21.188 11.868 11.286  0.417
167 H 22.504 10.615 12.826  0.328
168 H 21.835 11.412 14.238  0.101
169 H 23.126 13.000 13.858  0.303
170 H 19.608 12.528 13.611  0.128
171 C 17.447 13.540 9.908  -0.615
172 C 16.161 14.415 9.744  -0.860
173 O 15.899 15.336 10.820  0.099
174 O 18.693 14.231 10.182  -0.393
175 H 17.571 13.023 8.925  0.326
176 H 17.155 12.757 10.639  0.354
177 H 15.328 13.722 9.662  0.423
178 H 16.094 14.891 8.819  0.524
179 H 16.269 16.198 10.573  -0.190
180 H 19.028 13.856 10.962  0.110
181 C 22.696 16.070 14.485  -0.531
182 C 22.512 15.873 12.993  -0.515
183 O 21.219 15.446 12.791  0.391
184 O 22.466 14.854 15.037  -0.324
185 H 21.974 16.770 14.814  0.210
186 H 23.797 16.364 14.641  0.367
187 H 23.324 15.266 12.614  0.247
188 H 22.539 16.850 12.511  0.476
189 H 21.006 14.716 13.395  -0.195
190 H 22.642 14.857 15.985  0.082
191 C 21.468 14.309 18.430  -0.067
192 C 21.536 13.073 17.558  -0.957
193 O 20.577 13.007 16.547  -0.027
194 O 21.683 15.406 17.532  -0.548
195 H 22.272 14.227 19.091  0.651
196 H 20.554 14.402 19.065  -0.034
197 H 21.390 12.230 18.186  0.591
198 H 22.554 13.046 17.057  0.197
199 H 20.576 13.806 16.022  0.051
200 H 21.379 16.270 17.858  0.257
201 C 17.146 20.090 9.118  -0.708
202 C 16.557 18.699 8.923  -0.358
203 O 16.790 18.048 10.216  0.793
204 O 16.578 20.640 10.285  -0.486
205 H 16.904 20.710 8.226  0.456
206 H 18.228 20.120 9.122  0.338
207 H 17.093 18.070 8.154  0.337
208 H 15.476 18.617 8.761  0.190
209 H 16.468 18.610 10.897  -0.459
210 H 17.171 21.234 10.754  0.251
211 C 12.652 20.530 17.087  -0.931
212 C 13.553 19.275 16.906  2.521
213 O 12.821 18.566 15.894  -0.283
214 O 12.322 21.032 15.791  -0.782
215 H 13.188 21.343 17.560  0.413
216 H 11.792 20.226 17.707  0.298
217 H 13.683 18.779 17.926  -1.368
218 H 14.505 19.692 16.437  -0.265
219 H 13.302 17.857 15.487  -0.531
220 H 12.416 20.240 15.247  0.326
221 C 14.967 20.706 13.959  1.082
222 C 16.427 20.785 13.835  0.285
223 O 16.771 21.958 13.142  -0.569
224 O 14.628 21.823 14.843  -0.726
225 H 14.729 19.685 14.301  -0.501
226 H 14.331 20.786 13.065  0.192
227 H 16.857 19.974 13.289  -0.427
228 H 16.920 20.777 14.820  0.067
229 H 16.368 22.745 13.582  0.403
230 H 13.773 21.719 15.229  0.443